The following is a DFT calculation (ωB97M-V/def2-TZVPD) of 2 unconnected molecules or ions with the total composition H2N2O2.

Positions of all 6 atoms, in Å:
N 1.490 -0.084 -0.349
N 2.077 0.812 -0.118
O -1.966 0.053 -0.337
O -0.514 0.457 0.046
H 0.169 -0.357 0.372
H -2.366 -0.547 0.330

The calculation puts the orbital gap at 10.99 eV. For the total energy, the calculation gives -7103.6795 eV. The relative energy (zero: lowest compared OMol25 entry of this formula, charge and spin) is 43.8 kcal/mol. Its SMILES is N#N.OO. The calculation puts the lowest unoccupied orbital energy at 0.0193 Eh.

=====

The following is a DFT calculation (ωB97M-V/def2-TZVPD) of a molecular structure, C43H47BrCl3N7O2PS2Ta.

Positions of all 107 atoms, in Å:
Ta 1.094 0.643 1.504
S 1.754 -1.273 3.107
C 1.173 -0.378 4.467
C 1.407 -0.766 5.792
C 0.978 0.053 6.810
C 0.334 1.251 6.503
C 0.132 1.557 5.178
N 0.513 0.753 4.172
H 1.944 -1.687 5.983
H 1.160 -0.218 7.843
H 0.006 1.931 7.278
H -0.362 2.481 4.894
Cl 1.094 7.774 -0.545
C 1.359 6.073 -0.296
C 0.631 5.405 0.669
C 0.877 4.060 0.833
Cl -0.023 3.092 1.969
C 1.818 3.330 0.107
O 2.025 2.065 0.329
C 2.523 4.055 -0.863
Cl 3.697 3.211 -1.814
C 2.300 5.405 -1.065
H -0.104 5.918 1.276
H 2.860 5.931 -1.827
Br -0.778 -5.504 -10.798
C -0.452 -4.551 -9.196
C 0.560 -4.976 -8.347
C 0.807 -4.274 -7.180
C 0.045 -3.152 -6.866
C -0.958 -2.739 -7.728
C -1.218 -3.440 -8.899
N 0.231 -2.346 -5.691
N 0.983 -2.848 -4.855
C 1.191 -2.121 -3.654
C 1.702 -2.884 -2.640
C 1.882 -2.389 -1.342
C 1.511 -1.114 -1.021
O 1.618 -0.682 0.236
C 0.989 -0.265 -2.062
N 0.604 0.980 -1.708
C 0.244 1.824 -2.636
C 0.248 1.499 -4.005
C 0.550 0.222 -4.377
C 0.893 -0.740 -3.392
H 1.149 -5.847 -8.600
H 1.589 -4.583 -6.501
H -1.541 -1.864 -7.467
H -2.005 -3.124 -9.569
H 1.947 -3.915 -2.864
H 2.297 -3.016 -0.562
H -0.073 2.809 -2.304
H -0.002 2.252 -4.741
H 0.545 -0.061 -5.417
C 7.737 2.364 1.972
C 6.420 1.719 1.646
C 6.293 0.829 0.582
C 5.057 0.249 0.402
N 4.019 0.517 1.187
C 4.212 1.426 2.150
S 2.810 1.843 3.092
N 5.382 2.027 2.422
H 8.223 2.745 1.072
H 8.408 1.634 2.428
H 7.578 3.178 2.675
H 7.126 0.602 -0.070
H 4.881 -0.465 -0.398
C -2.621 1.493 3.610
C -3.341 1.002 2.336
C -3.416 2.182 1.346
C -4.766 0.589 2.715
P -2.284 -0.342 1.538
N -0.746 0.106 1.525
C -2.469 -1.957 2.495
C -1.325 -2.910 2.102
C -3.803 -2.681 2.276
C -2.343 -1.654 3.994
C -2.893 -0.626 -0.228
C -4.406 -0.789 -0.418
C -2.167 -1.878 -0.755
C -2.449 0.561 -1.099
H -2.837 2.554 3.764
H -1.546 1.372 3.525
H -2.949 0.961 4.500
H -3.709 3.081 1.895
H -4.166 2.011 0.574
H -2.459 2.386 0.869
H -5.291 1.480 3.075
H -4.777 -0.139 3.526
H -5.337 0.183 1.884
H -1.593 -3.545 1.259
H -1.107 -3.566 2.949
H -0.409 -2.380 1.865
H -3.901 -3.068 1.265
H -4.672 -2.063 2.501
H -3.827 -3.542 2.953
H -1.443 -1.089 4.221
H -2.290 -2.606 4.529
H -3.209 -1.116 4.374
H -4.854 -1.575 0.184
H -4.575 -1.042 -1.470
H -4.938 0.142 -0.227
H -2.582 -2.798 -0.345
H -1.096 -1.849 -0.541
H -2.291 -1.918 -1.841
H -3.212 1.335 -1.156
H -2.259 0.212 -2.119
H -1.535 1.003 -0.726

The calculation puts the orbital gap at 6.71 eV. For the total energy, the calculation gives -200004.7979 eV. The relative energy (zero: lowest compared OMol25 entry of this formula, charge and spin) is 17.4 kcal/mol. The calculation puts the lowest unoccupied orbital energy at -0.0237 Eh.

=====

The following is a DFT calculation (ωB97M-V/def2-TZVPD) of 2 unconnected molecules or ions with the total composition C29H59OPSi.

Positions of all 91 atoms, in Å:
C 9.472 -3.345 1.312
C 10.201 -1.923 1.727
C 9.093 -0.760 2.107
C 9.661 0.752 1.809
C 8.426 1.851 1.725
C 8.167 2.449 0.218
C 6.815 1.824 -0.523
C 5.551 2.889 -0.544
C 4.073 2.182 -0.618
C 3.041 2.842 -1.708
C 1.721 3.570 -1.062
C 0.536 2.504 -0.582
C -0.690 3.402 0.105
C -2.178 3.038 -0.480
P -3.156 1.752 0.546
C -2.341 0.791 1.998
C -2.628 0.285 -0.618
C -3.535 -1.027 -0.170
C -4.492 -1.606 -1.402
C -5.652 -2.535 -0.635
O -5.102 -3.166 0.610
C -6.172 -4.008 1.210
Si -4.026 3.287 1.886
C -5.235 2.323 3.097
C -2.688 4.204 2.924
C -5.193 4.516 0.895
H 9.328 -3.443 0.152
H 8.408 -3.443 1.821
H 10.205 -4.208 1.664
H 10.857 -1.582 0.796
H 10.925 -2.023 2.646
H 8.102 -0.891 1.482
H 8.859 -0.846 3.269
H 10.326 0.735 0.841
H 10.354 1.077 2.716
H 7.476 1.326 2.176
H 8.751 2.762 2.407
H 8.032 3.629 0.292
H 9.147 2.277 -0.419
H 7.129 1.652 -1.659
H 6.529 0.763 -0.075
H 5.595 3.604 0.406
H 5.688 3.560 -1.516
H 4.224 1.043 -0.937
H 3.552 2.177 0.445
H 3.638 3.693 -2.290
H 2.792 2.024 -2.526
H 2.007 4.248 -0.147
H 1.242 4.258 -1.901
H 0.935 1.794 0.288
H 0.110 1.853 -1.457
H -0.463 4.523 -0.233
H -0.594 3.388 1.271
H -2.095 2.752 -1.636
H -2.802 4.054 -0.468
H -4.535 1.442 0.143
H -3.179 0.085 2.468
H -1.851 1.469 2.816
H -1.519 0.035 1.577
H -2.984 0.587 -1.712
H -1.474 0.089 -0.603
H -4.305 -0.681 0.673
H -2.842 -1.861 0.269
H -5.103 -0.682 -1.843
H -3.895 -2.200 -2.213
H -6.551 -1.853 -0.251
H -6.061 -3.400 -1.310
H -5.958 -5.157 1.082
H -7.197 -3.793 0.638
H -6.385 -3.761 2.339
H -4.942 1.184 3.131
H -5.222 2.838 4.148
H -6.337 2.362 2.650
H -2.057 4.919 2.242
H -3.251 4.900 3.714
H -1.983 3.515 3.556
H -5.858 5.162 1.609
H -5.909 3.858 0.212
H -4.561 5.186 0.145
C -7.475 -7.230 -3.017
C -6.552 -6.278 -2.584
C -5.572 -5.808 -3.458
C -5.520 -6.284 -4.768
C -6.444 -7.234 -5.202
C -7.419 -7.710 -4.326
H -8.236 -7.598 -2.335
H -6.597 -5.902 -1.565
H -4.849 -5.071 -3.118
H -4.759 -5.915 -5.451
H -6.405 -7.603 -6.224
H -8.136 -8.454 -4.662

The calculation puts the orbital gap at 7.82 eV. For the total energy, the calculation gives -50231.9270 eV. Its SMILES is CCCCCCCCCCCCCC[PH](C)(CCCCOC)[Si](C)(C)C.c1ccccc1. The calculation puts the lowest unoccupied orbital energy at 0.0281 Eh.

=====

The following is a DFT calculation (ωB97M-V/def2-TZVPD) of 4 unconnected molecules or ions with the total composition C26H46INO14P3.

Positions of all 91 atoms, in Å:
C -1.722 2.324 1.664
C -2.034 3.153 0.418
C -3.132 3.993 0.425
C -3.469 4.740 -0.718
C -2.664 4.625 -1.832
C -1.558 3.775 -1.845
C -1.214 3.023 -0.732
C -0.049 2.046 -0.672
C 0.995 2.270 -1.756
C 1.784 3.390 -1.673
N 2.707 3.648 -2.613
C 2.908 2.867 -3.677
C 3.956 3.264 -4.714
C 4.069 4.816 -4.852
C 4.019 5.305 -6.321
I 5.879 5.474 -3.841
C 2.156 1.712 -3.804
C 1.190 1.385 -2.840
C 0.375 0.097 -2.961
O 0.476 -0.709 -2.066
O -0.388 -0.159 -4.040
H -2.277 2.760 2.508
H -1.984 1.267 1.513
H -0.658 2.399 1.935
H -3.738 4.036 1.333
H -4.355 5.369 -0.645
H -2.938 5.201 -2.719
H -0.958 3.712 -2.758
H 0.468 2.088 0.299
H -0.432 1.018 -0.749
H 1.687 4.087 -0.840
H 3.271 4.488 -2.484
H 3.680 2.824 -5.684
H 4.916 2.827 -4.402
H 3.250 5.333 -4.333
H 3.270 4.726 -6.883
H 5.003 5.326 -6.799
H 3.646 6.342 -6.291
H 2.305 1.058 -4.665
H -0.551 0.657 -4.540
C -5.826 0.525 8.167
O -5.927 1.031 6.821
P -4.525 0.925 5.870
O -4.346 2.410 5.750
O -5.320 0.313 4.591
C -6.604 0.820 4.244
O -3.038 0.577 5.158
C -2.440 -0.690 5.521
H -6.787 0.667 8.655
H -5.588 -0.541 8.157
H -5.059 1.073 8.719
H -6.697 1.882 4.464
H -7.374 0.257 4.773
H -6.747 0.666 3.175
H -3.102 -1.519 5.263
H -2.230 -0.710 6.592
H -1.504 -0.802 4.979
C -1.532 -7.786 6.418
O -2.540 -6.755 6.440
P -2.401 -5.537 5.266
O -2.165 -4.409 6.226
O -3.981 -5.686 4.903
C -4.943 -5.865 5.939
O -2.182 -4.647 3.859
C -1.766 -5.384 2.692
H -1.743 -8.483 7.225
H -1.559 -8.325 5.469
H -0.543 -7.350 6.571
H -4.662 -5.339 6.851
H -5.068 -6.929 6.141
H -5.894 -5.473 5.582
H -2.499 -6.153 2.439
H -0.790 -5.846 2.860
H -1.683 -4.688 1.860
C 6.865 -3.861 -5.703
O 6.998 -2.485 -6.121
P 5.593 -1.554 -6.098
O 5.453 -1.310 -7.559
O 6.326 -0.324 -5.322
C 7.625 0.099 -5.734
O 4.098 -0.973 -5.605
C 3.563 -1.506 -4.380
H 7.841 -4.333 -5.780
H 6.527 -3.913 -4.666
H 6.161 -4.386 -6.352
H 7.769 -0.012 -6.807
H 8.381 -0.468 -5.192
H 7.735 1.150 -5.469
H 4.240 -1.304 -3.546
H 3.394 -2.582 -4.464
H 2.608 -1.022 -4.190

The calculation puts the orbital gap at 6.23 eV. For the total energy, the calculation gives -93821.1091 eV. The relative energy (zero: lowest compared OMol25 entry of this formula, charge and spin) is 0.0 kcal/mol. The calculation puts the lowest unoccupied orbital energy at -0.1600 Eh. The net charge is +1.